14
Properties=species:S:1:pos:R:3:forces:R:3 method="wB97M-V/def2-TZVPD" orbital_gap_ev="7.3 / 7.7" de_lowest_ev=4.974 e_homo_ev="-6.565 / -10.194" s2=2.003 total_charge=0 multiplicity=3 total_energy_ev=-42997.3250 max_force_ev_per_a=6.0
C 1.02630 1.53488 0.41269 -2.376 2.374 0.456
C -1.80310 0.10143 0.61923 1.879 5.602 1.190
Si 0.76498 -1.57234 -1.18004 1.404 1.799 -1.241
Si 0.06694 -0.19041 0.49941 0.966 1.816 -0.403
Cl 2.68348 1.36802 -0.24117 -0.382 0.055 0.397
Cl -2.41034 0.83503 -0.88359 -0.126 0.215 -0.962
H 0.42746 2.34297 -0.25964 1.439 -1.957 1.307
H 1.01690 2.07076 1.48124 0.413 -1.349 -2.234
H -2.05970 0.98600 1.39788 0.740 -2.420 -1.310
H -2.39061 -0.68743 0.76368 -2.185 -3.322 1.013
H 1.67498 -2.71336 -1.05979 0.384 0.081 0.449
H -0.34875 -2.12249 -1.81423 -1.673 -0.732 -0.740
H 1.30290 -0.47109 -2.18800 -0.271 -1.218 0.885
H 0.04856 -1.48197 2.45234 -0.212 -0.945 1.193